Here is 2 unconnected molecules or ions with the total composition C3H5N3 in a non-equilibrium geometry from the OMol25 dataset. Energies are from wB97M-V/def2-TZVPD.

Its HOMO energy is -9.2 eV. For the energy relative to the best compared isomer or geometry (same formula, charge and spin), the calculation gives 3.583 eV. As for the energy: -281.458389 a.u. The calculation puts the gap between HOMO and LUMO at 0.367 hartree. For the LUMO energy, the calculation gives 0.8 eV.

```
! wB97M-V def2-TZVPD RIJCOSX def2/J DEFGRID3
* xyz 0 1
C 1.1565 -0.3518 1.7164
C 1.3062 0.6332 0.6468
N 1.4222 1.3974 -0.2135
N -2.2208 1.0745 -1.5493
N -1.4766 0.0926 -1.4687
C -0.7808 -0.8404 -1.1889
H 0.2163 -0.8948 1.5841
H 1.9865 -1.0623 1.6841
H 1.1539 0.1458 2.6892
H -2.9344 0.8879 -2.2591
H 0.1709 -1.0821 -1.6411
*
```